(1)
{
  "formula": "C2H5N3OS",
  "method": "ωB97M-V/def2-TZVPD",
  "gap_ev": 8.78,
  "smiles": "NC(=O)NS.C#N",
  "homo_energy_ha": -0.302,
  "elements": ["N", "C", "O", "N", "S", "H", "H", "H", "H", "C", "N", "H"],
  "xyz": [[-1.006045, 0.611647, -0.906171], [-1.223009, -0.450603, -0.092237], [-2.295057, -0.815646, 0.419728], [-0.096299, -1.206798, 0.184535], [-0.021611, -2.809363, 0.709389], [-0.068109, 0.882209, -0.837953], [-1.724091, 1.116457, -1.357280], [0.823407, -0.751255, 0.304568], [-0.848716, -3.457326, -0.271808], [2.159732, 2.341984, 0.589860], [1.728031, 1.363126, 0.196155], [2.571768, 3.175567, 1.061214]],
  "forces_ev_per_a": [[0.0, -1.3, 0.7], [-2.7, -1.6, 2.2], [1.0, 0.8, -1.7], [2.2, 0.6, -0.2], [-1.6, -1.0, -0.6], [1.2, 1.0, -0.8], [-0.6, 0.5, 0.1], [-1.0, -0.3, -0.8], [1.2, 1.1, 1.1], [-0.2, -0.7, 0.0], [0.0, -0.1, -0.3], [0.4, 1.0, 0.3]],
  "nbo_charge": [-0.84, 0.76, -0.64, -0.83, 0.18, 0.40, 0.41, 0.42, 0.12, 0.15, -0.37, 0.23]
}


(2)
{
  "formula": "C2H5N3P",
  "method": "ωB97M-V/def2-TZVPD",
  "gap_ev": [7.13, 7.12],
  "homo_energy_ha": [-0.418, -0.558],
  "spin_multiplicity": 3,
  "total_charge": 1,
  "elements": ["C", "C", "N", "N", "N", "P", "H", "H", "H", "H", "H"],
  "xyz": [[-1.001857, -0.496871, -0.410679], [1.150411, -0.113378, 0.726027], [1.131306, 1.241755, 0.371531], [-0.071044, -0.949412, 0.398282], [-1.088883, 0.864416, -0.803819], [0.157042, 2.116304, -0.435769], [-1.866165, -1.038231, -0.869013], [1.895500, -0.430246, 0.041891], [1.510699, -0.462801, 1.703831], [0.125026, -1.913960, 0.571550], [-1.942034, 1.182425, -1.293831]],
  "forces_ev_per_a": [[-2.4, 3.3, -2.1], [-1.7, 0.5, -0.3], [4.2, -4.8, 4.6], [1.4, 1.8, -0.1], [1.5, -1.7, 1.4], [-5.4, 3.0, -3.7], [1.2, -0.4, 1.0], [1.3, -1.0, -1.0], [-0.1, 0.8, 0.1], [-0.7, -0.7, -0.1], [0.7, -0.7, 0.2]],
  "nbo_charge": [0.30, -0.12, -0.65, -0.51, -0.81, 1.06, 0.25, 0.29, 0.28, 0.45, 0.45]
}


(3)
{
  "formula": "C2H5N3S",
  "method": "ωB97M-V/def2-TZVPD",
  "gap_ev": 8.26,
  "homo_energy_ha": -0.315,
  "elements": ["C", "C", "H", "H", "H", "H", "H", "N", "N", "N", "S"],
  "xyz": [[1.084001, 0.974787, 0.241830], [-0.140302, 1.332870, -0.256553], [1.856199, -1.940970, -0.871549], [0.530395, -0.705361, -1.160843], [1.707490, 1.800708, 0.675028], [-0.049374, 2.523851, -0.246875], [-0.467827, -0.097544, 1.471203], [1.242354, -1.141211, -0.463851], [1.690621, -0.227427, 0.423180], [-1.220703, 0.841973, -0.451723], [-1.326561, -0.733748, 0.229258]],
  "forces_ev_per_a": [[4.2, -2.1, 3.6], [4.3, 7.5, -0.2], [-1.2, 2.2, 1.7], [2.0, -1.7, 1.2], [-0.9, -0.9, -0.1], [-0.8, -1.9, -1.0], [-1.6, -2.3, -2.3], [-0.5, 0.2, -1.7], [-0.1, 0.8, -3.2], [-5.7, -3.7, -1.0], [0.2, 1.8, 2.8]],
  "nbo_charge": [-0.17, -0.02, 0.42, 0.37, 0.22, 0.17, 0.13, -0.59, -0.14, -0.54, 0.15]
}


The following ΔE to the lowest compared entry with this formula, charge and spin values (in eV) correspond, in order, to the records above: 2.000; 0.000; 5.653.